Entry 1:
{"formula": "C48H40IrN7OS3", "method": "ωB97M-V/def2-TZVPD", "elements": ["Ir", "O", "C", "N", "C", "C", "C", "C", "C", "C", "N", "C", "C", "C", "C", "C", "N", "H", "H", "H", "H", "H", "H", "H", "H", "H", "H", "N", "S", "N", "S", "N", "S", "N", "C", "C", "C", "C", "C", "C", "C", "C", "C", "C", "C", "C", "C", "C", "C", "C", "C", "C", "C", "C", "C", "C", "C", "C", "C", "C", "C", "C", "C", "C", "C", "C", "C", "C", "C", "C", "H", "H", "H", "H", "H", "H", "H", "H", "H", "H", "H", "H", "H", "H", "H", "H", "H", "H", "H", "H", "H", "H", "H", "H", "H", "H", "H", "H", "H", "H"], "coordinates": [[1.647, -1.098, 1.762], [2.617, -0.246, 5.533], [2.605, -0.444, 4.342], [1.824, -1.344, 3.677], [0.789, -2.118, 4.337], [-0.211, -2.582, 3.292], [-1.516, -3.005, 3.708], [-2.732, -2.947, 2.997], [-2.955, -2.445, 1.739], [-0.626, -2.911, 0.939], [0.205, -2.523, 2.050], [3.513, 0.303, 3.371], [4.572, 1.059, 3.819], [5.424, 1.634, 2.881], [5.190, 1.426, 1.531], [4.095, 0.670, 1.144], [3.273, 0.133, 2.048], [0.305, -1.559, 5.143], [1.212, -3.023, 4.795], [-1.591, -3.281, 4.754], [-3.605, -3.275, 3.548], [-3.968, -2.388, 1.363], [-0.001, -2.716, 0.048], [4.720, 1.168, 4.885], [6.270, 2.226, 3.204], [5.844, 1.840, 0.777], [3.846, 0.491, 0.106], [1.538, -1.116, -0.310], [1.041, -0.681, -1.608], [-0.344, 0.194, -1.739], [-1.674, 0.090, -0.987], [-1.834, 0.929, 0.288], [-0.573, 1.311, 1.306], [0.260, 0.283, 1.954], [-1.486, 2.139, 2.568], [-2.770, 2.628, 2.354], [-3.384, 3.330, 3.380], [-2.723, 3.535, 4.583], [-1.439, 3.043, 4.777], [-0.806, 2.339, 3.767], [0.243, 2.596, 0.389], [-0.464, 3.412, -0.491], [0.204, 4.456, -1.107], [1.551, 4.680, -0.840], [2.236, 3.867, 0.049], [1.577, 2.820, 0.679], [-2.052, -1.636, -0.534], [-1.814, -1.952, 0.901], [-1.031, -4.325, 0.800], [-1.848, -4.756, -0.221], [-2.338, -3.970, -1.270], [-2.287, -2.553, -1.495], [-2.949, 0.553, -2.090], [-4.271, 0.331, -1.714], [-5.275, 0.755, -2.567], [-4.947, 1.396, -3.758], [-3.622, 1.617, -4.108], [-2.599, 1.194, -3.273], [0.741, -2.052, -2.705], [0.108, -1.849, -3.927], [-0.124, -2.941, -4.748], [0.282, -4.212, -4.348], [0.933, -4.396, -3.136], [1.175, -3.306, -2.305], [2.086, 0.384, -2.563], [1.840, 1.745, -2.689], [2.771, 2.526, -3.358], [3.919, 1.952, -3.886], [4.157, 0.590, -3.741], [3.240, -0.205, -3.074], [-3.279, 2.471, 1.416], [-4.382, 3.719, 3.237], [-3.211, 4.087, 5.375], [-0.928, 3.210, 5.715], [0.193, 1.949, 3.908], [-1.515, 3.243, -0.685], [-0.328, 5.107, -1.788], [2.062, 5.507, -1.316], [3.278, 4.057, 0.267], [2.080, 2.199, 1.403], [-1.455, -1.046, 1.397], [-0.617, -5.066, 1.478], [-2.056, -5.816, -0.283], [-2.785, -4.531, -2.085], [-2.474, -2.227, -2.513], [-4.518, -0.151, -0.775], [-6.310, 0.594, -2.303], [-5.737, 1.726, -4.419], [-3.383, 2.119, -5.035], [-1.562, 1.355, -3.532], [-0.196, -0.856, -4.235], [-0.607, -2.804, -5.705], [0.112, -5.059, -5.000], [1.277, -5.380, -2.848], [1.714, -3.417, -1.373], [0.945, 2.190, -2.275], [2.592, 3.586, -3.477], [4.632, 2.566, -4.418], [5.049, 0.146, -4.161], [3.416, -1.269, -2.968]], "mulliken_spin": [0.01, 0.01, 0.00, 0.01, 0.01, 0.04, 0.34, -0.07, 0.34, 0.01, 0.14, 0.00, 0.00, 0.00, 0.00, 0.00, 0.00, 0.00, 0.02, -0.01, 0.01, 0.01, 0.03, 0.00, 0.00, 0.00, 0.00, 0.01, -0.01, 0.00, 0.01, 0.00, -0.01, 0.01, 0.00, 0.00, 0.00, 0.00, 0.00, 0.00, 0.00, 0.00, 0.00, 0.00, 0.00, 0.00, 0.02, -0.07, 0.05, 0.00, -0.01, 0.01, -0.01, 0.00, 0.00, 0.00, 0.00, 0.00, 0.00, 0.00, 0.00, 0.00, 0.00, 0.00, 0.00, 0.00, 0.00, 0.00, 0.00, 0.00, 0.00, 0.00, 0.00, 0.00, 0.00, 0.00, 0.00, 0.00, 0.00, 0.00, 0.12, 0.00, 0.00, 0.00, 0.00, 0.00, 0.00, 0.00, 0.00, 0.00, 0.00, 0.00, 0.00, 0.00, 0.00, 0.00, 0.00, 0.00, 0.00, 0.00], "charge": 3, "relative_energy_kj_mol": 483.60, "multiplicity": 2, "gap_ev": [4.138, 4.190]}

---

Entry 2:
{"formula": "C48H40N14NiO3", "method": "ωB97M-V/def2-TZVPD", "elements": ["Ni", "C", "O", "C", "C", "C", "C", "C", "C", "C", "N", "C", "C", "N", "C", "C", "C", "C", "N", "C", "C", "N", "C", "C", "C", "C", "H", "H", "H", "H", "H", "H", "H", "H", "H", "H", "H", "H", "H", "H", "C", "C", "O", "N", "C", "C", "C", "C", "C", "C", "N", "H", "H", "H", "H", "H", "H", "H", "H", "H", "H", "C", "N", "C", "N", "C", "N", "C", "C", "C", "C", "C", "C", "C", "N", "N", "C", "O", "C", "C", "C", "C", "C", "C", "N", "C", "N", "C", "N", "C", "H", "H", "H", "H", "H", "H", "H", "H", "H", "H", "H", "H", "H", "H", "H", "H"], "coordinates": [[2.231, 0.882, 0.541], [-11.406, 1.450, 1.640], [-10.453, 2.277, 2.351], [-9.138, 2.054, 2.166], [-8.618, 1.108, 1.278], [-7.238, 1.015, 1.131], [-6.396, 1.826, 1.858], [-6.940, 2.769, 2.772], [-8.298, 2.884, 2.934], [-4.954, 1.684, 1.695], [-4.402, 0.835, 0.835], [-3.072, 1.008, 0.979], [-2.783, 1.977, 1.966], [-4.010, 2.400, 2.401], [-1.458, 2.357, 2.334], [-1.120, 3.299, 3.318], [0.225, 3.631, 3.481], [1.187, 3.015, 2.699], [0.877, 2.017, 1.819], [-0.417, 1.729, 1.579], [-0.703, 0.700, 0.593], [0.354, 0.112, 0.024], [0.115, -0.896, -0.866], [-1.148, -1.284, -1.271], [-2.254, -0.702, -0.657], [-2.040, 0.292, 0.293], [-12.381, 1.830, 1.962], [-11.354, 0.386, 1.938], [-11.321, 1.567, 0.553], [-9.269, 0.441, 0.686], [-6.763, 0.313, 0.439], [-6.252, 3.424, 3.333], [-8.769, 3.582, 3.625], [-4.207, 3.106, 3.103], [-1.903, 3.755, 3.930], [0.541, 4.385, 4.212], [2.237, 3.278, 2.784], [0.997, -1.389, -1.273], [-1.249, -2.042, -2.057], [-3.293, -0.945, -0.884], [4.102, 1.304, 4.756], [4.168, 1.296, 3.231], [3.251, 0.778, 2.561], [5.214, 1.891, 2.626], [5.348, 1.962, 1.172], [4.522, 3.065, 0.543], [5.123, 4.302, 0.238], [4.372, 5.342, -0.280], [3.004, 5.096, -0.543], [2.476, 3.873, -0.143], [3.233, 2.840, 0.311], [3.201, 0.750, 5.087], [4.038, 2.335, 5.128], [5.013, 0.847, 5.178], [5.997, 2.241, 3.185], [5.046, 1.004, 0.746], [6.409, 2.167, 0.945], [6.195, 4.416, 0.411], [4.805, 6.321, -0.511], [2.327, 5.797, -1.031], [1.394, 3.682, -0.228], [2.074, -4.419, 2.151], [2.572, -3.095, 1.745], [1.972, -1.896, 1.678], [2.656, -1.095, 0.860], [3.733, -1.871, 0.476], [3.746, -3.062, 0.969], [1.105, -5.109, 1.149], [0.233, -6.093, 1.614], [-0.685, -6.683, 0.727], [-0.741, -6.357, -0.613], [0.171, -5.386, -1.077], [1.094, -4.796, -0.221], [0.184, -4.975, -2.479], [-0.456, -5.535, -3.433], [-0.125, -4.815, -4.624], [0.681, -3.871, -4.286], [0.979, -3.890, -2.906], [1.277, -2.894, -5.192], [0.974, -2.884, -6.555], [1.539, -1.888, -7.349], [2.374, -0.908, -6.815], [2.666, -0.932, -5.457], [3.573, 0.156, -4.846], [3.135, 0.703, -3.541], [3.427, 0.393, -2.262], [2.483, 0.909, -1.479], [1.604, 1.513, -2.350], [1.921, 1.410, -3.601], [2.147, -1.964, -4.651], [1.524, -4.258, 3.100], [2.973, -5.032, 2.345], [1.041, -1.636, 2.185], [4.510, -1.511, -0.189], [0.211, -6.350, 2.685], [-1.373, -7.465, 1.085], [-1.435, -6.840, -1.303], [1.799, -4.056, -0.618], [0.301, -3.653, -6.944], [1.284, -1.875, -8.412], [2.756, -0.109, -7.464], [3.639, 1.034, -5.497], [4.591, -0.246, -4.666], [4.348, -0.128, -1.974], [0.720, 2.045, -2.005], [2.405, -2.029, -3.584]], "mulliken_spin": [1.70, 0.00, 0.00, 0.00, 0.00, 0.00, 0.00, 0.00, 0.00, 0.00, 0.00, 0.00, 0.00, 0.00, 0.00, 0.00, 0.00, 0.00, 0.03, 0.00, 0.01, 0.08, 0.00, 0.00, -0.01, 0.01, 0.00, 0.00, 0.00, 0.00, 0.00, 0.00, 0.00, 0.00, 0.00, 0.00, 0.00, -0.01, 0.00, 0.00, 0.00, 0.00, 0.01, 0.00, -0.01, 0.00, 0.00, 0.00, 0.00, -0.01, 0.02, 0.00, 0.00, 0.00, 0.00, 0.00, 0.00, 0.00, 0.00, 0.00, 0.00, 0.00, 0.00, 0.00, 0.07, 0.00, 0.00, 0.00, 0.00, 0.00, 0.00, 0.00, 0.00, 0.00, 0.00, 0.00, 0.00, 0.00, 0.00, 0.00, 0.00, 0.00, 0.00, 0.00, 0.00, -0.01, 0.07, 0.00, 0.00, 0.00, 0.00, 0.00, 0.00, 0.00, 0.00, 0.00, 0.00, 0.00, 0.00, 0.00, 0.00, 0.00, 0.00, 0.00, 0.00, 0.00], "charge": 2, "multiplicity": 3, "gap_ev": [6.220, 6.169]}

---

Sequential DFT total energy output: -3609.30953, -4353.42645 Ha